Here is a cluster of 22 separate species, C76H206N10O22 in total in a non-equilibrium geometry from the OMol25 dataset. Energies are from the ωB97M-V functional and the def2-TZVPD basis.

Gap between HOMO and LUMO, hartree: 0.3309
Relative energy (zero: lowest compared OMol25 entry of this formula, charge and spin), kJ/mol: 309.59
Net charge: 0

Each atom is followed by the atoms it is bonded to, with distances in Å.
CARTESIAN COORDINATES (ANGSTROEM)
1 O -0.41488 8.13236 1.42097  C101 1.356, H304 0.960
2 O -3.68269 -5.31209 -3.48388  C40 1.379, H172 0.960
3 O 0.17573 -3.00902 -3.41887  C61 1.387, H114 0.960
4 O 4.61187 4.51848 -2.26668  C65 1.394, H254 0.960
5 O -4.54266 -3.29821 1.30522  C42 1.425, C75 1.410
6 O 5.95078 -1.34024 4.26633  C45 1.428, C77 1.398
7 O -1.29249 5.77673 -2.12289  C51 1.461, C73 1.436
8 O -5.52786 2.25128 -3.62489  C34 1.403, C85 1.416
9 O -0.68419 -5.28037 0.72228  C54 1.414, C74 1.477
10 O -7.39221 -0.36003 -1.06107  C57 1.391, C69 1.466
11 O -1.57869 0.59512 -0.20545  C47 1.354, H269 0.960
12 O 1.61151 -5.07581 2.37525  C37 1.423, H237 0.960
13 O -4.04879 -2.67307 -3.20697  C44 1.485, C93 1.448
14 O -1.37968 3.05205 -2.32796  C79 1.407, H202 0.960
15 O -2.43257 -5.60287 6.01403  C67 1.442, C94 1.441
16 O -0.18291 1.36101 5.35217  C43 1.387, H247 0.960
17 O -6.01126 3.75015 0.17845  C88 1.392, H196 0.960
18 O 6.22359 0.95909 -0.31500  C108 1.384, H188 0.960
19 O 3.68652 2.74805 -3.86502  C64 1.426, H295 0.960
20 O 5.27433 4.24497 3.30564  C89 1.441, C95 1.357
21 O 4.92361 -0.49475 6.92135  C91 1.390, H161 0.960
22 O 3.45276 -6.36823 -2.86945  C49 1.433, C106 1.446
23 N -5.48643 3.59392 -7.10691  C35 1.424, H111 1.010, H310 1.010
24 N 7.35169 3.89038 1.17380  C50 1.398, H147 1.010, H157 1.010
25 N -1.97052 -3.33989 -5.31120  C98 1.439, H185 1.010, H195 1.010
26 N 4.85037 -7.78406 0.23953  C92 1.436, H212 1.010, H216 1.010
27 N 0.37721 -5.88019 -2.85134  C107 1.450, H181 1.010, H194 1.010
28 N -3.78922 -0.57969 1.02931  C56 1.471, H193 1.010, H262 1.010
29 N -6.10287 0.96335 1.00993  C36 1.439, H222 1.010, H313 1.010
30 N -3.52441 7.50036 -4.42584  C78 1.432, H133 1.010, H136 1.010
31 N 5.86716 1.00472 2.50820  C53 1.497, H275 1.010, H292 1.010
32 N -2.86890 -3.02411 6.01865  C58 1.430, H192 1.010, H306 1.010
33 C 3.01516 -0.97346 7.93999  C91 1.495, H134 1.090, H219 1.090, H256 1.090
34 C -4.72696 2.08753 -2.48492  O8 1.403, H155 1.090, H263 1.090, H277 1.090
35 C -5.90971 2.86548 -5.95941  N23 1.424, C68 1.504, C85 1.565, H118 1.090
36 C -7.32727 0.24528 1.24831  N29 1.439, C57 1.495, C70 1.553, H178 1.090
37 C 1.66747 -3.69241 2.70566  O12 1.423, C59 1.519, C103 1.525, H234 1.090
38 C 6.31514 -1.43133 -0.51323  C108 1.500, H138 1.090, H221 1.090, H239 1.090
39 C 3.21435 5.93739 -1.16119  C65 1.476, H163 1.090, H232 1.090, H244 1.090
40 C -4.78733 -5.88450 -2.88985  O2 1.379, C60 1.500, C84 1.534, H228 1.090
41 C 2.41207 -2.96911 -2.70984  C61 1.540, H148 1.090, H200 1.090, H280 1.090
42 C -4.53615 -2.41681 2.42528  O5 1.425, C56 1.505, H286 1.090, H291 1.090
43 C -0.36536 2.07824 4.17962  O16 1.387, C96 1.537, C104 1.552, H167 1.090
44 C -3.31682 -1.66973 -4.02029  O13 1.485, C98 1.542, H226 1.090, H303 1.090
45 C 5.91259 -2.76390 4.37582  O6 1.428, H127 1.090, H186 1.090, H215 1.090
46 C -1.33384 6.69861 -4.89360  C78 1.508, H135 1.090, H240 1.090, H308 1.090
47 C -0.45210 -0.04394 0.19024  O11 1.354, C87 1.551, C90 1.481, H210 1.090
48 C 1.44049 -1.51964 -4.69665  C61 1.534, H144 1.090, H189 1.090, H274 1.090
49 C 4.29792 -7.17771 -2.04227  O22 1.433, C92 1.520, H143 1.090, H233 1.090
50 C 7.49940 4.73028 2.28163  N24 1.398, C82 1.526, C89 1.565, H270 1.090
51 C -0.77125 6.06672 -0.78901  O7 1.461, H171 1.090, H271 1.090, H283 1.090
52 C 3.55892 3.67564 -0.21537  C65 1.566, H116 1.090, H203 1.090, H296 1.090
53 C 6.99415 0.71368 3.44907  N31 1.497, C77 1.547, C80 1.575, H230 1.090
54 C -1.80340 -4.41816 0.66937  O9 1.414, H152 1.090, H177 1.090, H267 1.090
55 C -3.72714 4.15295 0.42503  C88 1.529, H257 1.090, H258 1.090, H281 1.090
56 C -3.53941 -1.29677 2.28923  N28 1.471, C42 1.505, C86 1.519, H165 1.090
57 C -7.45076 -0.85015 0.23911  O10 1.391, C36 1.495, H208 1.090, H300 1.090
58 C -1.47565 -3.34104 5.95402  N32 1.430, C62 1.498, C67 1.534, H209 1.090
59 C 2.22210 -3.49801 4.10596  C37 1.519, H130 1.090, H213 1.090, H236 1.090
60 C -4.33819 -7.25469 -2.47718  C40 1.500, H169 1.090, H190 1.090, H312 1.090
61 C 1.46028 -2.83789 -3.91325  O3 1.387, C41 1.540, C48 1.534, H139 1.090
62 C -0.63844 -2.43802 6.80699  C58 1.498, H117 1.090, H245 1.090, H260 1.090
63 C 4.64764 1.07032 -5.20037  C64 1.563, H174 1.090, H229 1.090, H288 1.090
64 C 4.95538 2.37505 -4.39704  O19 1.426, C63 1.563, C97 1.562, H261 1.090
65 C 4.22111 4.87406 -0.97626  O4 1.394, C39 1.476, C52 1.566, H301 1.090
66 C 1.38853 7.83178 2.78368  C101 1.528, H113 1.090, H154 1.090, H250 1.090
67 C -1.29962 -4.79828 6.39962  O15 1.442, C58 1.534, H243 1.090, H293 1.090
68 C -6.11275 1.43399 -6.37422  C35 1.504, H141 1.090, H217 1.090, H272 1.090
69 C -7.70051 -1.32017 -2.12556  O10 1.466, H120 1.090, H204 1.090, H264 1.090
70 C -8.46777 1.29885 1.20470  C36 1.553, H218 1.090, H268 1.090, H282 1.090
71 C -0.87295 1.31255 -3.72744  C79 1.520, H110 1.090, H182 1.090, H184 1.090
72 C -0.61769 6.20062 2.82347  C101 1.506, H124 1.090, H128 1.090, H289 1.090
73 C -2.22045 6.81280 -2.47974  O7 1.436, C78 1.588, H119 1.090, H253 1.090
74 C 0.18085 -5.11617 -0.46419  O9 1.477, C107 1.528, H273 1.090, H294 1.090
75 C -5.53934 -4.28951 1.41761  O5 1.410, H115 1.090, H121 1.090, H132 1.090
76 C 2.93218 0.14641 5.70251  C91 1.546, H205 1.090, H231 1.090, H265 1.090
77 C 7.11655 -0.80652 3.70924  O6 1.398, C53 1.547, H159 1.090, H173 1.090
78 C -2.54552 6.54099 -4.00987  N30 1.432, C46 1.508, C73 1.588, H220 1.090
79 C -0.89059 2.82967 -3.62839  O14 1.407, C71 1.520, C83 1.544, H284 1.090
80 C 6.72735 1.47353 4.80208  C53 1.575, H146 1.090, H191 1.090, H251 1.090
81 C -0.37858 -7.51852 -1.18902  C107 1.523, H142 1.090, H180 1.090, H276 1.090
82 C 8.42771 5.84558 1.80793  C50 1.526, H145 1.090, H175 1.090, H225 1.090
83 C 0.52012 3.45525 -3.66637  C79 1.544, H187 1.090, H235 1.090, H287 1.090
84 C -5.88311 -5.85120 -3.96245  C40 1.534, H206 1.090, H242 1.090, H298 1.090
85 C -4.93137 2.89215 -4.73810  O8 1.416, C35 1.565, H126 1.090, H311 1.090
86 C -3.38387 -0.38454 3.49391  C56 1.519, H166 1.090, H183 1.090, H198 1.090
87 C -0.10787 -1.27746 -0.68464  C47 1.551, H149 1.090, H170 1.090, H224 1.090
88 C -5.11929 4.45856 0.97856  O17 1.392, C55 1.529, C99 1.537, H131 1.090
89 C 6.12283 5.28422 2.78046  O20 1.441, C50 1.565, H109 1.090, H160 1.090
90 C 0.62074 0.97424 0.26631  C47 1.481, H162 1.090, H266 1.090, H305 1.090
91 C 3.64012 -0.90905 6.58316  O21 1.390, C33 1.495, C76 1.546, H279 1.090
92 C 4.02273 -6.93332 -0.56795  N26 1.436, C49 1.520, C100 1.529, H314 1.090
93 C -4.16798 -2.21517 -1.83795  O13 1.448, H140 1.090, H164 1.090, H241 1.090
94 C -2.59823 -5.87713 4.60887  O15 1.441, H125 1.090, H150 1.090, H227 1.090
95 C 4.08592 4.78449 3.67606  O20 1.357, H199 1.090, H259 1.090, H307 1.090
96 C 0.86169 2.90937 3.77132  C43 1.537, H122 1.090, H197 1.090, H278 1.090
97 C 5.47300 3.54910 -5.28850  C64 1.562, H129 1.090, H248 1.090, H299 1.090
98 C -2.93127 -2.27155 -5.38720  N25 1.439, C44 1.542, C102 1.517, H255 1.090
99 C -5.36947 4.03153 2.43372  C88 1.537, H137 1.090, H168 1.090, H252 1.090
100 C 4.21310 -5.48546 -0.11418  C92 1.529, H214 1.090, H238 1.090, H285 1.090
101 C -0.11600 7.60832 2.63483  O1 1.356, C66 1.528, C72 1.506, H179 1.090
102 C -4.08190 -2.83027 -6.20198  C98 1.517, H176 1.090, H249 1.090, H302 1.090
103 C 2.53157 -3.00069 1.65696  C37 1.525, H156 1.090, H158 1.090, H223 1.090
104 C -1.69098 2.84831 4.42362  C43 1.552, H112 1.090, H151 1.090, H201 1.090
105 C 4.23957 -0.01944 -1.12901  C108 1.517, H123 1.090, H153 1.090, H290 1.090
106 C 3.91384 -6.36173 -4.23988  O22 1.446, H211 1.090, H246 1.090, H297 1.090
107 C -0.29556 -6.04810 -1.57761  N27 1.450, C74 1.528, C81 1.523, H309 1.090
108 C 5.74732 -0.13620 -1.01353  O18 1.384, C38 1.500, C105 1.517, H207 1.090
109 H 5.66177 5.80019 1.93828  C89 1.090
110 H -0.25336 0.88756 -2.93775  C71 1.090
111 H -6.17762 3.57052 -7.84298  N23 1.010
112 H -2.00112 3.22838 3.45025  C104 1.090
113 H 1.68299 7.44207 3.75812  C66 1.090
114 H 0.15503 -3.87320 -3.00130  O3 0.960
115 H -6.52036 -3.85940 1.21584  C75 1.090
116 H 2.52094 3.48179 -0.48581  C52 1.090
117 H 0.41531 -2.68753 6.68270  C62 1.090
118 H -6.87640 3.24504 -5.62847  C35 1.090
119 H -1.85569 7.82435 -2.30137  C73 1.090
120 H -8.71660 -1.68834 -1.98372  C69 1.090
121 H -5.50214 -4.84547 2.35442  C75 1.090
122 H 1.71270 2.23340 3.68794  C96 1.090
123 H 3.89607 -0.83877 -1.76052  C105 1.090
124 H -0.48790 5.86842 3.85348  C72 1.090
125 H -3.49657 -6.48498 4.50105  C94 1.090
126 H -3.98598 2.40788 -4.98271  C85 1.090
127 H 6.63722 -3.16295 5.08558  C45 1.090
128 H -0.16876 5.40191 2.23303  C72 1.090
129 H 5.70156 4.38807 -4.63125  C97 1.090
130 H 3.10524 -4.11279 4.27982  C59 1.090
131 H -5.39460 5.50274 0.83029  C88 1.090
132 H -5.32351 -4.97653 0.59937  C75 1.090
133 H -3.69100 7.41950 -5.41872  N30 1.010
134 H 1.93701 -1.13372 7.94269  C33 1.090
135 H -0.83584 7.66498 -4.81478  C46 1.090
136 H -4.40371 7.19381 -4.03475  N30 1.010
137 H -5.11849 2.98239 2.59002  C99 1.090
138 H 7.34751 -1.50430 -0.85527  C38 1.090
139 H 1.79683 -3.61570 -4.59872  C61 1.090
140 H -4.83269 -2.84199 -1.24351  C93 1.090
141 H -6.66558 0.94730 -5.57073  C68 1.090
142 H 0.59376 -7.97971 -1.01602  C81 1.090
143 H 5.34072 -6.90855 -2.21021  C49 1.090
144 H 0.70516 -1.44476 -5.49776  C48 1.090
145 H 8.01794 6.26883 0.89084  C82 1.090
146 H 7.46108 1.19391 5.55808  C80 1.090
147 H 6.79265 3.05076 1.22482  N24 1.010
148 H 2.14968 -2.32694 -1.86909  C41 1.090
149 H 0.54708 -1.94982 -0.13051  C87 1.090
150 H -1.79186 -6.51499 4.24698  C94 1.090
151 H -2.41550 2.17983 4.88873  C104 1.090
152 H -2.32677 -4.39775 1.62527  C54 1.090
153 H 3.94038 0.86763 -1.68730  C105 1.090
154 H 1.68326 8.87507 2.67059  C66 1.090
155 H -5.35776 1.77844 -1.65146  C34 1.090
156 H 3.61047 -3.14470 1.71471  C103 1.090
157 H 8.19604 3.63855 0.68008  N24 1.010
158 H 2.35127 -3.33729 0.63604  C103 1.090
159 H 7.96582 -1.12806 4.31213  C77 1.090
160 H 6.34450 6.06828 3.50449  C89 1.090
161 H 5.45291 -0.32384 6.13890  O21 0.960
162 H 1.44119 0.48138 0.78789  C90 1.090
163 H 2.37377 5.53797 -1.72864  C39 1.090
164 H -4.29895 -1.14909 -1.65252  C93 1.090
165 H -2.57195 -1.76893 2.11841  C56 1.090
166 H -3.00789 -0.82562 4.41705  C86 1.090
167 H -0.54769 1.32316 3.41495  C43 1.090
168 H -4.73486 4.57135 3.13655  C99 1.090
169 H -3.42514 -7.39940 -1.89969  C60 1.090
170 H -0.94756 -1.82494 -1.11277  C87 1.090
171 H -1.58464 6.09204 -0.06385  C51 1.090
172 H -3.91155 -4.38019 -3.51197  O2 0.960
173 H 7.26083 -1.38257 2.79522  C77 1.090
174 H 4.26513 0.25099 -4.59169  C63 1.090
175 H 9.42083 5.39931 1.75638  C82 1.090
176 H -3.73214 -3.29654 -7.12305  C102 1.090
177 H -2.51485 -4.70662 -0.10441  C54 1.090
178 H -7.28967 -0.26545 2.21052  C36 1.090
179 H -0.65585 8.19793 3.37578  C101 1.090
180 H -0.94760 -7.61572 -0.26443  C81 1.090
181 H -0.09917 -6.47124 -3.51754  N27 1.010
182 H -0.40644 1.01754 -4.66736  C71 1.090
183 H -2.72810 0.46194 3.29006  C86 1.090
184 H -1.87805 0.89200 -3.69566  C71 1.090
185 H -1.21615 -3.17413 -4.66038  N25 1.010
186 H 4.93573 -3.13683 4.68367  C45 1.090
187 H 0.48827 4.54248 -3.59567  C83 1.090
188 H 6.17623 0.66131 0.59641  O18 0.960
189 H 2.38961 -1.27999 -5.17609  C48 1.090
190 H -5.08751 -7.70059 -1.82313  C60 1.090
191 H 6.81988 2.55721 4.72994  C80 1.090
192 H -3.24244 -2.83759 6.93831  N32 1.010
193 H -2.99555 0.02151 0.85978  N28 1.010
194 H 1.37287 -6.04702 -2.88163  N27 1.010
195 H -2.43310 -4.13310 -4.89056  N25 1.010
196 H -6.11354 2.84123 0.46999  O17 0.960
197 H 1.09186 3.71057 4.47360  C96 1.090
198 H -4.33578 0.05057 3.79827  C86 1.090
199 H 3.63220 5.46439 2.95497  C95 1.090
200 H 2.44813 -4.00669 -2.37787  C41 1.090
201 H -1.61986 3.68708 5.11609  C104 1.090
202 H -1.52468 3.99627 -2.23295  O14 0.960
203 H 3.50122 3.88523 0.85273  C52 1.090
204 H -6.98832 -2.13582 -2.25043  C69 1.090
205 H 3.24894 0.01835 4.66745  C76 1.090
206 H -6.27788 -4.86541 -4.20839  C84 1.090
207 H 6.22620 -0.09691 -1.99191  C108 1.090
208 H -6.74990 -1.63298 0.52906  C57 1.090
209 H -1.13835 -3.30769 4.91806  C58 1.090
210 H -0.69213 -0.41309 1.18734  C47 1.090
211 H 3.91494 -7.35214 -4.69506  C106 1.090
212 H 4.45817 -7.72942 1.16867  N26 1.010
213 H 1.54963 -3.62557 4.95426  C59 1.090
214 H 3.50634 -4.77513 -0.54317  C100 1.090
215 H 6.07696 -3.25970 3.41913  C45 1.090
216 H 4.54513 -8.70192 -0.05111  N26 1.010
217 H -5.24211 0.84626 -6.66518  C68 1.090
218 H -8.36973 2.01168 0.38594  C70 1.090
219 H 3.15336 -0.04997 8.50229  C33 1.090
220 H -3.05017 5.57805 -4.08842  C78 1.090
221 H 5.72899 -2.26759 -0.89429  C38 1.090
222 H -6.18266 0.93253 0.00356  N29 1.010
223 H 2.28290 -1.94421 1.75742  C103 1.090
224 H 0.39056 -0.90374 -1.57907  C87 1.090
225 H 8.54541 6.67820 2.50147  C82 1.090
226 H -2.40339 -1.29272 -3.56029  C44 1.090
227 H -2.78625 -5.01014 3.97556  C94 1.090
228 H -5.03898 -5.30306 -2.00289  C40 1.090
229 H 5.53180 0.76367 -5.75923  C63 1.090
230 H 7.94204 1.09160 3.06595  C53 1.090
231 H 1.86613 -0.03539 5.83883  C76 1.090
232 H 2.79451 6.29069 -0.21938  C39 1.090
233 H 4.14115 -8.23151 -2.27251  C49 1.090
234 H 0.64188 -3.32469 2.67323  C37 1.090
235 H 0.92939 3.19686 -4.64302  C83 1.090
236 H 2.50329 -2.45049 4.21427  C59 1.090
237 H 0.95231 -5.10469 1.67796  O12 0.960
238 H 5.25895 -5.23025 -0.28501  C100 1.090
239 H 6.23564 -1.46023 0.57349  C38 1.090
240 H -1.64274 6.59141 -5.93342  C46 1.090
241 H -3.16858 -2.39118 -1.44004  C93 1.090
242 H -6.76539 -6.33526 -3.54370  C84 1.090
243 H -1.32878 -4.77224 7.48892  C67 1.090
244 H 3.63295 6.80609 -1.66937  C39 1.090
245 H -0.85485 -1.38075 6.65378  C62 1.090
246 H 4.91193 -5.92804 -4.30181  C106 1.090
247 H -0.33871 1.91187 6.12281  O16 0.960
248 H 6.48579 3.28429 -5.59221  C97 1.090
249 H -4.89380 -2.19337 -6.55311  C102 1.090
250 H 1.95498 7.24498 2.06055  C66 1.090
251 H 5.73018 1.22517 5.16551  C80 1.090
252 H -6.41787 4.11555 2.71993  C99 1.090
253 H -3.15081 6.62232 -1.94472  C73 1.090
254 H 5.44263 4.04360 -2.18956  O4 0.960
255 H -2.52284 -1.46938 -6.00187  C98 1.090
256 H 3.48010 -1.80037 8.47678  C33 1.090
257 H -2.99680 4.59928 1.09994  C55 1.090
258 H -3.60229 3.08179 0.26647  C55 1.090
259 H 4.13284 5.35653 4.60271  C95 1.090
260 H -0.71861 -2.69409 7.86344  C62 1.090
261 H 5.59727 2.18859 -3.53604  C64 1.090
262 H -3.64292 -1.26595 0.30284  N28 1.010
263 H -4.16208 2.95682 -2.14823  C34 1.090
264 H -7.69289 -0.79857 -3.08263  C69 1.090
265 H 3.17646 1.16586 6.00115  C76 1.090
266 H 1.03527 1.29259 -0.69020  C90 1.090
267 H -1.45882 -3.39789 0.50077  C54 1.090
268 H -9.46601 0.86217 1.23520  C70 1.090
269 H -1.33341 1.23493 -0.87781  O11 0.960
270 H 8.08513 4.13631 2.98321  C50 1.090
271 H -0.13895 6.95454 -0.79664  C51 1.090
272 H -6.86135 1.46583 -7.16585  C68 1.090
273 H 0.41854 -4.11180 -0.81469  C74 1.090
274 H 1.14646 -0.69166 -4.05160  C48 1.090
275 H 5.67061 1.99210 2.58918  N31 1.010
276 H -0.81985 -8.12656 -1.97875  C81 1.090
277 H -4.01749 1.29505 -2.72307  C34 1.090
278 H 0.55603 3.45234 2.87698  C96 1.090
279 H 3.68095 -1.90593 6.14423  C91 1.090
280 H 3.44697 -2.74902 -2.97185  C41 1.090
281 H -3.51162 4.64119 -0.52538  C55 1.090
282 H -8.43041 1.86635 2.13456  C70 1.090
283 H -0.06975 5.31968 -0.41760  C51 1.090
284 H -1.66544 3.18375 -4.30835  C79 1.090
285 H 4.01987 -5.45975 0.95825  C100 1.090
286 H -4.34983 -3.02787 3.30845  C42 1.090
287 H 1.23338 3.06098 -2.94255  C83 1.090
288 H 3.87357 1.17964 -5.95995  C63 1.090
289 H -1.67449 6.02708 2.62062  C72 1.090
290 H 3.77949 -0.00557 -0.14097  C105 1.090
291 H -5.52360 -2.00132 2.62631  C42 1.090
292 H 5.09942 0.47694 2.89821  N31 1.010
293 H -0.32205 -5.10997 6.03177  C67 1.090
294 H 1.16127 -5.44039 -0.11527  C74 1.090
295 H 3.84864 3.51829 -3.31542  O19 0.960
296 H 4.05038 2.71620 -0.37677  C52 1.090
297 H 3.36218 -5.69488 -4.90252  C106 1.090
298 H -5.61416 -6.40421 -4.86243  C84 1.090
299 H 4.81861 3.72674 -6.14192  C97 1.090
300 H -8.43510 -1.31007 0.32664  C57 1.090
301 H 5.09664 5.15682 -0.39179  C65 1.090
302 H -4.61184 -3.53349 -5.55952  C102 1.090
303 H -3.88745 -0.74920 -4.14319  C44 1.090
304 H -0.13803 9.04564 1.31668  O1 0.960
305 H 0.26164 1.84508 0.81474  C90 1.090
306 H -3.30933 -3.90148 5.78128  N32 1.010
307 H 3.27162 4.06964 3.79436  C95 1.090
308 H -0.61346 5.93447 -4.60164  C46 1.090
309 H -1.32644 -5.79021 -1.82027  C107 1.090
310 H -4.75495 3.11722 -7.61465  N23 1.010
311 H -4.70377 3.93459 -4.51539  C85 1.090
312 H -4.21594 -7.96582 -3.29414  C60 1.090
313 H -5.31663 0.36850 1.22918  N29 1.010
314 H 2.99205 -7.22195 -0.36187  C92 1.090

Löwdin atomic charge list, values in e, 6 entries: number 1, O, carries -0.043; number 2, O, carries -0.077; number 3, O, carries -0.087; number 4, O, carries -0.053; number 5, O, carries -0.224; number 6, O, carries -0.214